# 1
A cluster of 11 separate species, C37H81N7O11 in total in a non-equilibrium geometry. Source: the OMol25 dataset; level of theory: ωB97M-V with the def2-TZVPD basis set.

* SMILES: CNC(C)=O.CNC(C)=O.CNC(C)=O.CNC(C)=O.CNC(C)=O.CNC(C)=O.CNC(C)=O.C1CCOC1.C1CCOC1.C1CCOC1.C1CCOC1
* HOMO-LUMO gap: 0.3288 Ha
* HOMO: -9.133 eV
* relative energy (zero: lowest compared OMol25 entry of this formula, charge and spin): 325.4 kJ/mol

The geometry in XYZ format:
```
136
C37H81N7O11, DFT ωB97M-V with the def2-TZVPD basis set
C 4.98 8.32 0.00
N 4.91 7.56 -1.23
C 4.99 6.23 -1.26
C 5.07 5.56 -2.63
O 4.96 5.51 -0.27
H 5.66 7.81 0.68
H 4.01 8.35 0.48
H 5.44 9.31 -0.10
H 4.67 8.13 -2.03
H 5.39 4.52 -2.58
H 5.74 6.00 -3.37
H 4.13 5.64 -3.18
C -0.97 -1.51 5.62
N -1.34 -2.80 5.09
C -0.54 -3.91 5.06
C -1.18 -5.15 4.45
O 0.61 -3.93 5.56
H -1.56 -0.87 4.98
H 0.09 -1.27 5.53
H -1.25 -1.35 6.66
H -2.32 -2.89 4.89
H -1.88 -4.91 3.65
H -1.57 -5.91 5.13
H -0.45 -5.77 3.92
C -4.43 -8.48 -0.70
N -3.32 -7.77 -1.30
C -2.05 -8.01 -1.07
C -1.04 -7.03 -1.60
O -1.67 -8.76 -0.18
H -4.33 -8.52 0.39
H -4.78 -9.45 -1.05
H -5.29 -7.82 -0.83
H -3.58 -7.13 -2.04
H -0.31 -7.50 -2.26
H -0.45 -6.59 -0.79
H -1.51 -6.27 -2.23
C -5.71 0.40 3.13
N -6.03 -0.81 2.41
C -6.12 -2.06 2.87
C -6.58 -3.17 1.91
O -5.86 -2.38 4.02
H -6.42 1.12 2.72
H -4.69 0.70 2.93
H -5.77 0.34 4.21
H -6.29 -0.73 1.44
H -7.52 -2.98 1.40
H -6.78 -4.11 2.43
H -5.79 -3.43 1.21
C -0.25 -2.91 -7.51
N 0.90 -2.05 -7.17
C 1.96 -2.53 -6.53
C 3.13 -1.65 -6.37
O 2.04 -3.67 -6.14
H -0.40 -2.80 -8.59
H -1.13 -2.69 -6.92
H -0.08 -3.98 -7.37
H 0.98 -1.13 -7.60
H 4.13 -2.06 -6.54
H 3.07 -1.46 -5.30
H 3.04 -0.69 -6.89
C -4.84 6.24 -4.09
N -3.42 6.20 -3.66
C -2.91 6.84 -2.62
C -1.41 6.69 -2.29
O -3.55 7.63 -1.95
H -5.28 7.18 -3.78
H -5.56 5.46 -3.84
H -4.89 6.25 -5.18
H -2.79 5.86 -4.37
H -0.82 7.59 -2.46
H -0.99 5.89 -2.90
H -1.31 6.48 -1.23
C 7.58 3.73 4.53
N 6.55 2.75 4.20
C 6.53 1.51 4.61
C 5.35 0.67 4.21
O 7.38 0.96 5.27
H 7.39 4.77 4.27
H 8.57 3.44 4.17
H 7.77 3.76 5.60
H 5.94 3.02 3.44
H 4.78 0.37 5.08
H 5.79 -0.21 3.73
H 4.69 1.12 3.48
C 6.92 -5.11 -1.47
C 7.86 -6.05 -0.87
C 7.60 -6.12 0.57
O 7.08 -4.83 0.89
C 6.47 -4.29 -0.24
H 6.07 -5.66 -1.89
H 7.31 -4.53 -2.30
H 8.88 -5.71 -1.06
H 7.72 -6.99 -1.40
H 8.44 -6.36 1.22
H 6.93 -6.93 0.84
H 6.71 -3.25 -0.46
H 5.38 -4.33 -0.20
C 1.42 4.87 5.28
C -0.12 4.94 5.21
C -0.54 5.10 6.66
O 0.40 4.28 7.29
C 1.65 4.54 6.69
H 1.97 5.79 5.07
H 1.84 4.12 4.61
H -0.68 4.13 4.73
H -0.31 5.80 4.56
H -1.57 4.85 6.91
H -0.42 6.12 7.04
H 2.29 3.66 6.81
H 2.22 5.32 7.20
C -8.00 0.63 -4.25
C -7.80 -0.73 -4.82
C -7.25 -1.62 -3.65
O -7.01 -0.59 -2.63
C -7.07 0.73 -3.06
H -9.03 0.68 -3.91
H -7.92 1.45 -4.95
H -6.99 -0.70 -5.54
H -8.66 -1.26 -5.23
H -6.32 -2.10 -3.95
H -8.02 -2.34 -3.38
H -6.07 0.98 -3.41
H -7.26 1.39 -2.22
C 0.03 -0.33 -0.21
C -0.89 -0.72 -1.32
C -1.13 0.61 -1.95
O 0.25 1.19 -1.95
C 0.95 0.71 -0.83
H 0.56 -1.11 0.33
H -0.55 0.14 0.59
H -1.77 -1.25 -0.94
H -0.44 -1.36 -2.08
H -1.88 1.22 -1.44
H -1.54 0.38 -2.94
H 1.21 1.50 -0.13
H 1.86 0.24 -1.20
```


# 2
The molecule C2H7PS in a non-equilibrium geometry. Source: the OMol25 dataset; level of theory: ωB97M-V with the def2-TZVPD basis set.

* SMILES: C[PH](C)=S
* HOMO-LUMO gap: 0.3361 Ha
* HOMO: -8.365 eV
* relative energy (zero: lowest compared OMol25 entry of this formula, charge and spin): 135.3 kJ/mol

The geometry in XYZ format:
```
11
C2H7PS, DFT ωB97M-V with the def2-TZVPD basis set
C 0.17 1.78 -0.23
P -1.09 0.03 0.39
C -0.45 -1.71 -0.21
S -2.88 0.33 -0.18
H 0.23 1.69 -1.29
H -0.15 2.68 0.20
H 1.04 1.24 0.17
H -0.61 0.12 1.75
H 0.37 -1.78 -0.86
H -0.28 -2.27 0.69
H -1.39 -2.15 -0.76
```


# 3
A structure of composition C5H14N4 in a non-equilibrium geometry. Source: the OMol25 dataset; level of theory: ωB97M-V with the def2-TZVPD basis set.

* HOMO-LUMO gap: 0.3001 Ha
* HOMO: -7.224 eV
* relative energy (zero: lowest compared OMol25 entry of this formula, charge and spin): 452.3 kJ/mol

The geometry in XYZ format:
```
23
C5H14N4, DFT ωB97M-V with the def2-TZVPD basis set
C -0.84 -0.84 1.60
N 0.23 -0.27 0.74
N 1.48 -0.44 1.45
C 0.47 -1.21 -0.91
C -0.56 -1.81 -1.56
H 1.74 0.46 1.87
H 2.22 -0.58 0.76
H 1.21 -1.89 -0.49
H -1.76 -0.91 1.03
H -0.54 -1.84 1.90
H -0.96 -0.22 2.49
H -1.33 -1.28 -2.10
H -0.54 -2.87 -1.80
C -1.13 1.55 -0.51
C -0.01 1.19 0.43
N 1.21 0.17 -1.54
N 0.38 2.02 1.32
H 0.96 0.27 -2.52
H 2.06 0.58 -1.17
H -0.03 2.94 1.21
H -0.79 2.37 -1.14
H -1.47 0.72 -1.13
H -2.01 1.90 0.05
```


# 4
A structure of composition C15H31NO3P2Pd in a non-equilibrium geometry. Source: the OMol25 dataset; level of theory: ωB97M-V with the def2-TZVPD basis set.

* HOMO-LUMO gap (alpha / beta): 0.2704 / 0.1199 Ha
* HOMO (alpha / beta): -7.067 / -7.333 eV
* relative energy (zero: lowest compared OMol25 entry of this formula, charge and spin): 38.2 kJ/mol
* <S²>: 2.01
* 2S+1: 3

The geometry in XYZ format:
```
53
C15H31NO3P2Pd, DFT ωB97M-V with the def2-TZVPD basis set
P 0.10 -1.42 -2.37
P 0.07 1.72 -2.20
C -0.26 -0.48 -3.94
C 0.34 0.92 -3.89
H -1.36 -0.47 -4.09
H 0.19 -1.05 -4.77
H 1.43 0.93 -4.12
H -0.15 1.56 -4.65
C -1.54 2.47 -2.71
H -1.83 3.24 -1.98
H -2.31 1.70 -2.77
H -1.43 2.94 -3.69
C 1.17 3.13 -2.67
H 0.84 3.56 -3.62
H 2.20 2.76 -2.78
H 1.13 3.89 -1.89
C -1.01 -2.81 -2.82
H -0.89 -3.61 -2.08
H -0.73 -3.16 -3.81
H -2.04 -2.43 -2.82
C 1.71 -2.08 -2.97
H 2.45 -1.28 -3.01
H 1.56 -2.49 -3.97
H 2.05 -2.88 -2.30
Pd 0.04 -0.37 3.19
C 0.69 1.42 1.99
C -0.70 1.36 1.92
C -1.52 0.74 0.83
C -1.92 -0.75 1.06
C -0.83 -1.61 1.63
C 0.55 -1.51 1.40
C 1.27 -0.58 0.48
C 1.69 0.79 1.05
C 0.22 -1.61 4.71
H 1.09 2.21 2.64
H -1.24 2.04 2.60
H -1.04 0.86 -0.16
H -2.46 1.33 0.78
H -2.75 -0.73 1.79
H -2.33 -1.20 0.14
H -1.16 -2.56 2.07
H 1.13 -2.38 1.74
H 0.65 -0.40 -0.42
H 2.17 -1.11 0.14
H 2.62 0.61 1.60
H 1.92 1.49 0.24
H 1.10 -1.34 5.32
H 0.32 -2.64 4.36
H -0.68 -1.51 5.34
O -1.04 -0.16 7.61
N -0.13 0.69 7.38
O 0.92 0.70 8.07
O -0.29 1.52 6.44
```


# 5
A structure of composition C5H8O. Source: the OMol25 dataset; level of theory: ωB97M-V with the def2-TZVPD basis set.

* HOMO-LUMO gap: 0.3608 Ha
* HOMO: -8.689 eV
* relative energy (zero: lowest compared OMol25 entry of this formula, charge and spin): 549.9 kJ/mol

The geometry in XYZ format:
```
14
C5H8O, DFT ωB97M-V with the def2-TZVPD basis set
C 1.49 -0.10 0.64
C 0.79 0.85 -0.09
C -0.93 0.23 -1.04
C -1.31 -0.76 -0.15
O -1.20 0.05 0.99
C -0.65 1.09 0.14
H 1.23 -0.25 1.68
H 2.52 -0.31 0.36
H 0.76 -1.37 0.30
H 1.24 1.36 -0.94
H -0.84 0.35 -2.11
H -0.05 -1.64 0.05
H -1.98 -1.60 -0.17
H -1.07 2.08 0.33
```


# 6
A structure of composition C16H17Cl2F5O2Re in a non-equilibrium geometry. Source: the OMol25 dataset; level of theory: ωB97M-V with the def2-TZVPD basis set.

* HOMO-LUMO gap (alpha / beta): 0.1811 / 0.2149 Ha
* HOMO (alpha / beta): 0.298 / -0.622 eV
* net charge: -2
* relative energy (zero: lowest compared OMol25 entry of this formula, charge and spin): 0.0 kJ/mol
* <S²>: 3.77
* 2S+1: 4

The geometry in XYZ format:
```
43
C16H17Cl2F5O2Re, DFT ωB97M-V with the def2-TZVPD basis set
C 0.19 -1.19 -1.75
C 1.11 -0.04 -1.89
C 0.24 1.08 -2.31
C 2.51 -0.18 -2.38
C -1.09 0.61 -2.40
C -1.11 -0.77 -2.08
C -2.31 -1.65 -2.18
C 0.62 -2.60 -1.67
C 0.70 2.37 -2.86
C -2.26 1.41 -2.82
Re 0.79 0.48 0.12
Cl 2.22 2.01 -0.01
Cl 2.43 -1.00 0.70
O -0.76 1.62 0.20
H 2.91 -1.16 -2.14
H 3.16 0.58 -1.94
H 2.51 -0.04 -3.47
H 1.68 2.65 -2.46
H -0.01 3.17 -2.62
H 0.79 2.32 -3.95
H -2.13 2.46 -2.53
H -3.18 1.04 -2.36
H -2.40 1.38 -3.91
H -3.21 -1.13 -1.82
H -2.17 -2.55 -1.57
H -2.49 -1.96 -3.22
H 1.58 -2.68 -1.14
H 0.73 -3.04 -2.67
H -0.12 -3.18 -1.11
H -0.55 2.46 0.67
O -0.68 -1.21 1.06
H -1.41 -0.60 1.26
F 1.15 -0.96 3.35
C 1.09 0.37 3.46
C 0.87 1.21 2.36
C 0.72 2.55 2.66
F 0.35 3.48 1.72
C 0.93 3.09 3.93
F 0.86 4.42 4.12
C 1.22 2.24 5.00
F 1.46 2.74 6.23
C 1.27 0.88 4.76
F 1.52 0.03 5.78
```


# 7
The molecule C6H6. Source: the OMol25 dataset; level of theory: ωB97M-V with the def2-TZVPD basis set.

* SMILES: C#CC#CCC
* HOMO-LUMO gap: 0.3746 Ha
* HOMO: -9.203 eV
* relative energy (zero: lowest compared OMol25 entry of this formula, charge and spin): 375.8 kJ/mol

The geometry in XYZ format:
```
12
C6H6, DFT ωB97M-V with the def2-TZVPD basis set
C -1.13 3.10 1.46
C -1.16 2.27 0.59
C -0.86 1.23 -0.27
C -0.16 0.36 -0.74
C 0.79 -0.73 -0.91
C 0.29 -1.96 -0.14
H -0.95 3.80 2.24
H 1.00 -0.95 -1.96
H 1.73 -0.37 -0.47
H 0.97 -2.80 -0.24
H 0.19 -1.71 0.92
H -0.70 -2.25 -0.50
```


# 8
A structure of composition C20H20IN3O3Pd. Source: the OMol25 dataset; level of theory: ωB97M-V with the def2-TZVPD basis set.

* HOMO-LUMO gap: 0.1545 Ha
* HOMO: 0.305 eV
* net charge: -2
* relative energy (zero: lowest compared OMol25 entry of this formula, charge and spin): 88.8 kJ/mol

The geometry in XYZ format:
```
48
C20H20IN3O3Pd, DFT ωB97M-V with the def2-TZVPD basis set
Pd -0.01 0.45 0.54
I -0.96 -2.04 1.28
C 0.55 -1.91 2.78
C 0.87 -3.10 3.37
C 1.78 -3.12 4.45
C 2.27 -1.94 4.94
C 1.93 -0.70 4.34
C 2.40 0.51 4.90
C 2.09 1.70 4.29
C 1.36 1.72 3.08
C 0.85 0.58 2.46
C 1.10 -0.65 3.17
H 0.43 -4.02 3.02
H 2.06 -4.06 4.90
H 2.93 -1.94 5.80
H 3.00 0.48 5.80
H 2.43 2.63 4.74
H 1.20 2.68 2.61
C -0.01 3.32 -0.69
C -0.67 1.99 -0.65
N -1.47 1.24 -1.11
H -0.75 4.12 -0.72
H 0.60 3.35 -1.61
H 0.64 3.45 0.16
C 4.81 1.53 -0.08
C 5.11 0.04 -0.20
C 4.25 -0.70 -1.25
C 4.56 -2.20 -1.17
C 3.75 -3.04 -2.16
C 4.64 -0.21 -2.63
O 5.74 -0.46 -3.14
N 3.70 0.52 -3.27
C 2.53 1.09 -2.64
O 2.07 2.05 -3.26
N 2.08 0.55 -1.52
C 2.76 -0.44 -0.91
O 2.29 -1.14 -0.02
H 5.47 1.99 0.67
H 3.78 1.70 0.22
H 4.97 2.05 -1.03
H 4.92 -0.44 0.76
H 6.16 -0.12 -0.47
H 4.33 -2.52 -0.15
H 5.63 -2.34 -1.35
H 2.68 -2.92 -1.96
H 4.00 -4.10 -2.06
H 3.95 -2.74 -3.19
H 3.95 0.92 -4.16
```


# 9
The ion C9H6ClN4 with charge +1 in a non-equilibrium geometry. Source: the OMol25 dataset; level of theory: ωB97M-V with the def2-TZVPD basis set.

* SMILES: [H]/N=C(/Cl)[C@H](C#N)C#[N+]c1cccnc1
* HOMO-LUMO gap: 0.2935 Ha
* HOMO: -13.545 eV
* net charge: +1

The geometry in XYZ format:
```
20
C9H6ClN4, DFT ωB97M-V with the def2-TZVPD basis set
H 2.54 -1.20 1.56
N 3.03 -1.39 0.82
C 3.45 -0.74 -0.17
Cl 4.61 -1.06 -1.27
C 2.68 0.67 -0.62
C 3.12 1.84 0.32
N 3.41 2.64 1.09
C 1.25 0.43 -0.57
N 0.20 0.15 -0.14
C -1.20 0.10 -0.16
C -1.82 -1.17 0.18
C -3.17 -1.24 0.44
C -3.93 -0.05 0.30
N -3.34 1.00 -0.18
C -2.05 1.18 -0.41
H 2.95 0.88 -1.64
H -1.29 -2.12 0.32
H -3.65 -2.17 0.57
H -5.03 0.05 0.27
H -1.76 2.19 -0.72
```


# 10
A structure of composition C48H56N6OPbS3. Source: the OMol25 dataset; level of theory: ωB97M-V with the def2-TZVPD basis set.

* HOMO-LUMO gap: 0.1981 Ha
* HOMO: -6.179 eV
* relative energy (zero: lowest compared OMol25 entry of this formula, charge and spin): 21.3 kJ/mol

The geometry in XYZ format:
```
115
C48H56N6OPbS3, DFT ωB97M-V with the def2-TZVPD basis set
Pb 0.24 -0.64 -0.80
C 5.24 -4.32 -2.61
C 4.54 -4.85 -1.36
C 3.14 -4.33 -1.23
C 1.99 -4.97 -1.52
C 1.79 -6.37 -1.98
C 1.45 -7.32 -0.83
C 0.89 -4.02 -1.22
N 1.39 -2.84 -0.80
C 2.77 -2.99 -0.75
C 3.67 -2.09 -0.29
C 3.44 -0.82 0.36
C 4.49 -0.03 0.95
C 5.94 -0.39 0.97
C 6.29 -1.36 2.10
C 3.88 1.05 1.51
C 2.47 0.90 1.27
C 1.49 1.73 1.76
C 0.10 1.65 1.74
N -0.66 0.66 1.12
C -1.93 0.94 1.42
C -3.08 0.11 1.00
C -2.83 -1.96 -0.11
N -1.49 -2.37 -0.43
C -1.53 -3.58 -0.94
C -0.44 -4.36 -1.35
C -2.94 -4.06 -1.02
C -3.72 -3.09 -0.55
C -5.21 -3.06 -0.51
C -5.82 -2.67 -1.86
C -3.35 -5.42 -1.51
C -3.40 -6.44 -0.37
C -2.05 2.10 2.23
C -0.76 2.55 2.42
C -0.34 3.77 3.18
C -0.19 4.99 2.25
C -3.32 2.65 2.80
C -3.79 1.89 4.04
N 2.25 -0.26 0.54
C 4.53 2.20 2.22
C 4.71 3.41 1.30
H 6.26 -4.71 -2.68
H 5.28 -3.23 -2.61
H 4.70 -4.63 -3.51
H 5.11 -4.57 -0.47
H 4.52 -5.94 -1.38
H 2.70 -6.72 -2.48
H 1.00 -6.41 -2.73
H 2.28 -7.36 -0.11
H 1.27 -8.33 -1.19
H 0.57 -6.98 -0.29
H 4.71 -2.39 -0.34
H 6.54 0.52 1.08
H 6.23 -0.82 0.01
H 6.02 -0.93 3.07
H 7.35 -1.60 2.11
H 5.73 -2.29 2.00
H 1.87 2.59 2.31
H -4.01 0.53 1.38
H -0.66 -5.35 -1.73
H -5.55 -2.35 0.25
H -5.59 -4.04 -0.21
H -5.49 -1.68 -2.16
H -6.91 -2.66 -1.81
H -5.52 -3.38 -2.64
H -2.66 -5.76 -2.28
H -4.33 -5.34 -1.98
H -2.43 -6.49 0.14
H -3.63 -7.43 -0.75
H -4.15 -6.17 0.37
H 0.61 3.59 3.70
H -1.07 3.99 3.95
H 0.51 4.76 1.45
H 0.16 5.87 2.80
H -1.15 5.22 1.80
H -4.11 2.66 2.05
H -3.16 3.70 3.07
H -4.00 0.84 3.80
H -4.69 2.33 4.47
H -3.01 1.89 4.81
H 5.50 1.89 2.60
H 3.94 2.49 3.09
H 5.34 3.16 0.45
H 5.17 4.25 1.83
H 3.74 3.74 0.91
S -4.06 -2.15 2.53
C -2.98 -1.39 1.31
S -1.99 -2.00 2.66
S -3.23 -0.28 -0.80
C -0.58 6.44 -0.77
N -0.08 5.19 -1.30
N -0.93 4.14 -1.59
C -0.20 2.96 -1.72
O -0.71 1.89 -2.06
C 1.16 3.35 -1.43
C 1.17 4.68 -1.16
C 2.30 5.56 -0.75
C -2.30 4.31 -1.90
C -3.21 3.41 -1.36
C -4.55 3.53 -1.69
C -4.98 4.55 -2.53
C -4.06 5.44 -3.07
C -2.71 5.31 -2.77
H -1.57 6.29 -0.35
H -0.64 7.21 -1.53
H 0.08 6.78 0.03
H 2.00 2.68 -1.43
H 3.24 5.02 -0.90
H 2.23 5.84 0.30
H 2.32 6.47 -1.35
H -2.86 2.64 -0.70
H -5.27 2.83 -1.28
H -6.03 4.64 -2.78
H -4.39 6.22 -3.74
H -1.98 5.97 -3.21
```


# 11
A cluster of 2 separate species, C6H13N6 in total in a non-equilibrium geometry. Source: the OMol25 dataset; level of theory: ωB97M-V with the def2-TZVPD basis set.

* HOMO-LUMO gap (alpha / beta): 0.2363 / 0.2946 Ha
* HOMO (alpha / beta): -11.432 / -11.638 eV
* net charge: +1
* relative energy (zero: lowest compared OMol25 entry of this formula, charge and spin): 323.7 kJ/mol

The geometry in XYZ format:
```
25
C6H13N6, DFT ωB97M-V with the def2-TZVPD basis set
C -1.25 1.42 -0.02
C -2.19 -0.77 0.04
C -2.17 0.55 0.72
C 2.94 -0.22 -1.05
C 3.51 0.05 0.30
C 2.47 -1.15 0.19
N -0.28 0.96 -0.75
N -1.13 -1.13 -0.69
N -1.52 2.74 0.14
N -3.31 -1.52 0.13
N 1.24 -0.89 0.64
N -0.17 -0.33 -0.96
H -1.83 0.43 1.71
H -3.09 0.91 0.74
H 2.08 0.32 -1.26
H 3.46 -0.79 -1.82
H 4.50 -0.07 0.73
H 3.04 0.85 0.73
H 3.01 -2.03 0.50
H -2.46 3.02 0.38
H -0.93 3.48 -0.24
H -4.19 -1.18 0.53
H -3.35 -2.36 -0.43
H 0.98 -1.61 1.27
H 0.63 -0.67 -1.50
```